# 1
Below is a molecular structure, C26H30Br2N2O4PS2Y, with properties calculated with ωB97M-V with the def2-TZVPD basis set.

Each line ends with the natural charge from an NBO analysis.
CARTESIAN COORDINATES (ANGSTROEM)
Y: 0.501 1.018 -0.626  1.729
Br: -4.759 -2.057 -5.306  0.067
C: -3.779 -0.866 -4.205  -0.081
C: -3.213 0.265 -4.764  -0.232
C: -2.484 1.127 -3.959  -0.230
C: -2.332 0.856 -2.605  0.186
C: -2.882 -0.298 -2.060  -0.218
C: -3.614 -1.157 -2.859  -0.217
N: -1.593 1.754 -1.782  -0.499
C: -1.952 2.974 -1.770  0.161
C: -1.182 3.975 -1.016  0.124
C: -1.690 5.244 -0.802  -0.210
C: -0.934 6.152 -0.075  -0.142
C: 0.304 5.755 0.394  -0.229
C: 0.737 4.459 0.134  0.108
N: 0.016 3.580 -0.554  -0.488
H: -3.321 0.464 -5.821  0.236
H: -1.994 1.989 -4.395  0.231
H: -2.729 -0.527 -1.014  0.246
H: -4.051 -2.053 -2.441  0.235
H: -2.834 3.310 -2.318  0.196
H: -2.663 5.508 -1.196  0.229
H: -1.306 7.149 0.118  0.230
H: 0.936 6.422 0.962  0.238
H: 1.690 4.110 0.505  0.244
C: -0.218 -2.186 3.969  -0.644
C: 1.279 -1.988 3.841  0.122
C: 2.071 -3.254 4.103  -0.630
O: 1.670 -1.435 2.555  -0.843
P: 1.139 -1.708 1.102  1.789
S: 2.416 -0.915 -0.168  -0.576
S: -0.719 -0.926 0.805  -0.723
O: 1.064 -3.293 1.078  -0.855
C: 0.698 -4.204 0.004  0.125
C: 1.561 -4.026 -1.230  -0.644
C: -0.783 -4.128 -0.323  -0.639
H: -0.443 -2.495 4.991  0.218
H: -0.571 -2.963 3.289  0.213
H: -0.756 -1.264 3.757  0.232
H: 1.597 -1.207 4.534  0.198
H: 1.774 -4.041 3.411  0.218
H: 1.889 -3.595 5.123  0.212
H: 3.137 -3.063 3.984  0.223
H: 0.913 -5.173 0.457  0.187
H: 1.332 -3.090 -1.738  0.234
H: 1.360 -4.856 -1.911  0.214
H: 2.620 -4.033 -0.975  0.227
H: -1.013 -3.206 -0.856  0.225
H: -1.390 -4.172 0.581  0.219
H: -1.042 -4.977 -0.958  0.214
C: 0.033 -1.609 -3.861  -0.270
O: 0.308 -0.747 -2.763  -0.630
C: 0.999 0.490 -3.056  0.324
O: 1.312 0.692 -4.198  -0.643
H: -0.504 -2.473 -3.471  0.183
H: 0.959 -1.933 -4.337  0.193
H: -0.579 -1.100 -4.608  0.183
Br: 3.098 2.652 5.888  0.018
C: 2.455 2.352 4.117  -0.097
C: 3.352 2.277 3.066  -0.256
C: 2.865 2.053 1.783  -0.234
C: 1.503 1.851 1.499  -0.562
C: 0.649 1.939 2.609  -0.182
C: 1.099 2.199 3.902  -0.274
H: 4.414 2.387 3.246  0.219
H: 3.600 1.976 0.985  0.200
H: -0.423 1.784 2.489  0.186
H: 0.407 2.258 4.733  0.215

Results
M, Da: 778.4
HOMO-LUMO gap, eV: 6.2
Highest occupied orbital energy, eV: -7.701
Net charge: 0
Energy relative to the best compared isomer or geometry (same formula, charge and spin), kcal/mol: 5.7

# 2
Below is a molecular structure, C26H28N5O7S7Ti at a distorted geometry, with properties calculated with ωB97M-V with the def2-TZVPD basis set.

Each line ends with the Löwdin charge.
CARTESIAN COORDINATES (ANGSTROEM)
Ti: 0.514 0.143 -0.367  0.685
O: -0.362 1.084 1.247  -0.206
C: -0.645 2.529 1.104  -0.274
C: -0.734 2.647 -0.415  -0.460
O: -1.444 3.381 -1.015  0.208
O: 0.158 1.795 -1.024  -0.166
C: 0.564 3.347 1.531  -0.160
C: 0.506 4.728 1.354  -0.019
C: 1.602 5.514 1.662  -0.044
C: 2.767 4.935 2.149  -0.060
C: 2.830 3.563 2.324  -0.055
C: 1.732 2.769 2.009  -0.025
C: -1.942 2.827 1.806  -0.148
C: -1.996 3.619 2.944  -0.009
C: -3.211 3.832 3.585  -0.054
C: -4.368 3.249 3.097  -0.059
C: -4.317 2.443 1.965  -0.050
C: -3.111 2.235 1.324  -0.011
H: -0.338 0.840 2.185  0.102
H: -0.395 5.184 0.962  0.137
H: 1.546 6.584 1.519  0.116
H: 3.620 5.554 2.392  0.112
H: 3.731 3.103 2.707  0.111
H: 1.810 1.702 2.174  0.063
H: -1.099 4.075 3.339  0.119
H: -3.246 4.456 4.467  0.112
H: -5.312 3.422 3.595  0.112
H: -5.219 1.988 1.579  0.113
H: -3.085 1.617 0.433  0.125
S: -0.149 -6.472 -6.090  0.638
C: -0.259 -5.228 -5.067  -1.449
S: 1.068 -4.074 -4.864  0.978
C: 0.208 -2.976 -3.747  -0.623
C: -1.076 -3.429 -3.279  -0.482
S: -1.221 -1.288 -0.928  0.754
S: -1.694 -4.796 -4.154  0.923
S: 1.747 -1.684 -1.376  0.977
C: 4.680 -1.188 -5.983  -0.101
C: 3.311 -0.576 -5.711  -0.301
S: 2.186 -0.972 -7.025  0.635
O: 2.509 -0.130 -8.146  -0.291
O: 2.122 -2.404 -7.150  -0.329
C: 0.615 -0.378 -6.445  -0.220
C: -0.186 -1.301 -5.554  -0.150
N: 0.348 -1.487 -4.173  0.059
C: 0.506 -0.429 -3.420  -0.391
N: 1.161 -0.369 -2.224  -0.426
C: 0.087 -2.517 -1.133  -0.765
C: 0.040 -3.447 -2.322  -0.430
N: 0.887 -4.653 -1.922  -0.316
O: 0.739 -5.683 -2.512  0.100
O: 1.610 -4.507 -0.929  -0.034
C: -0.114 0.889 -3.774  0.024
H: 5.349 -0.954 -5.156  0.079
H: 5.111 -0.782 -6.896  0.087
H: 4.609 -2.269 -6.085  0.081
H: 3.353 0.513 -5.670  0.108
H: 2.872 -0.963 -4.788  0.081
H: 0.056 -0.229 -7.371  0.129
H: 0.806 0.611 -6.035  0.092
H: -0.189 -2.289 -6.003  0.096
H: -1.224 -0.973 -5.492  0.146
H: 0.149 -3.076 -0.205  0.038
H: -0.588 0.905 -4.744  0.078
H: 0.597 1.707 -3.677  0.114
H: -0.895 1.048 -3.028  0.092
N: 3.215 -2.827 1.195  0.146
C: 1.974 -2.628 1.610  -0.852
N: 1.201 -3.662 1.889  0.148
S: 1.345 -1.024 1.838  0.723
H: 3.536 -3.736 0.894  0.135
H: 3.794 -2.027 1.006  0.114
H: 1.514 -4.615 1.779  0.139
H: 0.264 -3.493 2.219  0.126

Results
M, Da: 794.9
HOMO-LUMO gap, eV: 5.3
Highest occupied orbital energy, eV: -9.739
Net charge: +1
Energy relative to the best compared isomer or geometry (same formula, charge and spin), kcal/mol: 148.3

# 3
Below is a single C5H5NO2 molecule at a distorted geometry, with properties calculated with ωB97M-V with the def2-TZVPD basis set.

Each line ends with the natural charge from an NBO analysis.
CARTESIAN COORDINATES (ANGSTROEM)
C: 2.283 -0.571 0.086  -0.270
O: 1.401 0.612 -0.115  -0.506
C: 0.032 0.570 -0.203  0.555
C: -0.606 -0.655 -0.267  -0.521
C: -1.981 -0.279 -0.081  0.456
O: -2.911 -1.116 -0.051  -0.497
C: -1.979 1.273 0.110  0.086
N: -0.764 1.739 -0.242  -0.423
H: 2.062 -1.438 -0.715  0.209
H: 3.111 -0.009 -0.225  0.215
H: 2.179 -0.699 1.248  0.220
H: 0.002 -1.484 -0.080  0.234
H: -2.829 2.058 0.534  0.242

Results
M, Da: 111.1
HOMO-LUMO gap, eV: 7.8
Highest occupied orbital energy, eV: -9.053
Structure (SMILES): COC1=CC(=O)C=N1
Net charge: 0
Energy relative to the best compared isomer or geometry (same formula, charge and spin), kcal/mol: 97.9

# 4
Below is a gas-phase ion, C7H12 (charge -1) at a distorted geometry, with properties calculated with ωB97M-V with the def2-TZVPD basis set.

Each line ends with the Löwdin spin population.
CARTESIAN COORDINATES (ANGSTROEM)
C: -2.393 1.078 -0.902  0.144
C: -1.309 0.517 0.100  0.175
C: -0.165 -0.159 -0.668  0.045
C: -0.084 -0.240 -1.996  0.068
C: 1.021 -0.672 0.042  0.056
C: 1.035 -0.488 1.502  0.102
C: 2.264 -0.256 2.101  0.087
H: -1.910 1.820 -1.668  0.015
H: -2.872 0.209 -1.357  0.025
H: -3.062 1.726 -0.456  0.037
H: -1.852 -0.299 0.685  0.080
H: -1.081 1.320 0.741  0.048
H: 0.633 -0.783 -2.467  0.013
H: -0.852 0.206 -2.719  0.008
H: 1.930 -0.255 -0.505  0.005
H: 1.233 -1.776 -0.012  0.023
H: 0.093 -0.746 2.022  0.049
H: 2.325 -0.124 3.158  0.017
H: 3.196 0.015 1.509  0.005

Results
M, Da: 96.2
HOMO-LUMO gap (spin up / spin down), eV: 2.6 / 9.4
Highest occupied orbital energy (spin up / spin down), eV: 1.442 / -5.374
Spin multiplicity: 2
⟨S²⟩: 0.75
Net charge: -1
Energy relative to the best compared isomer or geometry (same formula, charge and spin), kcal/mol: 41.7

# 5
Below is a single C7H6O3 molecule at a distorted geometry, with properties calculated with ωB97M-V with the def2-TZVPD basis set.

Each line ends with the natural charge from an NBO analysis.
CARTESIAN COORDINATES (ANGSTROEM)
O: -3.321 0.907 -0.051  -0.529
C: -2.705 -0.123 0.000  0.426
C: -1.218 -0.201 0.012  -0.179
C: -0.587 -1.434 0.064  -0.176
C: 0.791 -1.535 0.001  -0.262
C: 1.561 -0.374 -0.029  0.283
O: 2.915 -0.410 -0.059  -0.652
C: 0.910 0.884 -0.005  0.233
O: 1.767 1.958 0.049  -0.699
C: -0.478 0.974 0.000  -0.238
H: -3.243 -1.094 -0.033  0.110
H: -1.210 -2.312 0.056  0.217
H: 1.335 -2.476 -0.033  0.231
H: 3.207 0.530 0.036  0.502
H: 1.253 2.780 -0.082  0.499
H: -0.978 1.925 0.073  0.234

Results
M, Da: 138.1
HOMO-LUMO gap, eV: 9.1
Highest occupied orbital energy, eV: -8.769
Structure (SMILES): O=Cc1ccc(O)c(O)c1
Net charge: 0
Energy relative to the best compared isomer or geometry (same formula, charge and spin), kcal/mol: 1.4

# 6
Below is a molecular structure, C40H55FN7O8SY at a distorted geometry, with properties calculated with ωB97M-V with the def2-TZVPD basis set.

Each line ends with the Löwdin charge.
CARTESIAN COORDINATES (ANGSTROEM)
Y: 0.481 0.413 2.290  1.711
C: -3.067 0.965 3.321  -0.068
O: -1.734 0.915 3.828  -0.266
C: -1.412 2.094 4.565  -0.175
C: -0.323 1.739 5.545  -0.135
O: 0.734 1.087 4.837  -0.252
C: 2.059 1.453 5.222  -0.146
C: 2.393 2.830 4.689  -0.194
O: 1.938 2.886 3.355  -0.236
C: 2.094 4.196 2.812  -0.060
H: -3.769 1.073 4.150  0.104
H: -3.256 0.034 2.803  0.070
H: -3.183 1.799 2.625  0.106
H: -2.288 2.438 5.121  0.140
H: -1.088 2.879 3.875  0.129
H: -0.697 1.050 6.306  0.146
H: 0.037 2.649 6.027  0.136
H: 2.713 0.701 4.775  0.118
H: 2.170 1.415 6.308  0.144
H: 3.474 3.001 4.753  0.144
H: 1.897 3.610 5.279  0.126
H: 1.694 4.940 3.506  0.102
H: 1.527 4.253 1.890  0.060
H: 3.150 4.408 2.622  0.102
C: -0.517 4.136 -4.999  -0.054
C: -1.687 3.688 -4.132  -0.177
N: -1.279 2.711 -3.116  -0.022
C: -1.041 3.144 -1.861  0.052
C: -0.582 2.370 -0.841  -0.019
C: -0.422 3.043 0.506  -0.600
O: -0.301 4.258 0.529  0.062
O: -0.428 2.260 1.525  -0.166
C: -0.231 1.006 -1.085  -0.286
O: 0.324 0.245 -0.269  -0.056
C: -0.544 0.527 -2.434  -0.042
C: -0.341 -0.819 -2.745  0.087
C: -0.650 -1.301 -3.982  -0.185
F: -0.515 -2.628 -4.213  0.066
C: -1.130 -0.470 -5.006  -0.139
C: -1.319 0.868 -4.699  0.063
C: -1.060 1.381 -3.421  -0.111
N: -1.403 -0.933 -6.308  -0.091
C: -2.715 -0.715 -6.883  -0.132
C: -2.595 -0.492 -8.382  -0.081
N: -1.937 -1.700 -8.984  0.064
C: -0.598 -1.962 -8.353  -0.078
C: -0.765 -2.117 -6.847  -0.141
H: -0.859 4.854 -5.743  0.086
H: -0.054 3.291 -5.511  0.070
H: 0.245 4.619 -4.387  0.087
H: -2.490 3.263 -4.734  0.116
H: -2.111 4.539 -3.604  0.127
H: -1.231 4.191 -1.659  0.153
H: 0.047 -1.481 -1.981  0.138
H: -1.640 1.530 -5.490  0.110
H: -3.196 0.149 -6.432  0.134
H: -3.373 -1.582 -6.703  0.143
H: -1.954 0.362 -8.594  0.144
H: -3.565 -0.349 -8.854  0.143
H: -1.837 -1.592 -9.995  0.189
H: -2.539 -2.514 -8.832  0.186
H: 0.040 -1.111 -8.584  0.145
H: -0.176 -2.863 -8.795  0.143
H: 0.227 -2.241 -6.423  0.143
H: -1.334 -3.033 -6.629  0.138
N: -2.995 -3.577 -0.431  0.023
C: -2.201 -2.980 0.641  -0.118
C: -2.239 -1.461 0.537  -0.490
O: -2.920 -0.998 -0.493  0.135
O: -1.703 -0.736 1.343  0.001
H: -3.844 -4.002 -0.082  0.097
H: -2.481 -4.281 -0.939  0.091
H: -3.247 -1.816 -0.949  0.102
H: -1.153 -3.275 0.595  0.115
H: -2.544 -3.247 1.641  0.117
C: -2.037 -2.559 4.465  -0.087
N: -0.950 -2.732 5.404  -0.251
C: -0.979 -4.036 6.039  -0.104
C: 0.337 -2.278 4.891  -0.170
C: 0.755 -2.779 3.515  -0.267
C: 1.000 -4.148 3.369  -0.043
C: 1.362 -4.687 2.147  -0.077
C: 1.480 -3.842 1.052  -0.110
C: 1.231 -2.485 1.201  -0.182
C: 0.871 -1.883 2.427  -0.258
H: -2.989 -2.630 4.995  0.095
H: -2.037 -3.319 3.665  0.073
H: -1.968 -1.573 4.004  0.061
H: -1.858 -4.097 6.685  0.087
H: -0.095 -4.167 6.662  0.088
H: -1.037 -4.872 5.326  0.077
H: 1.100 -2.555 5.624  0.128
H: 0.295 -1.187 4.863  0.085
H: 0.915 -4.801 4.230  0.104
H: 1.553 -5.749 2.052  0.106
H: 1.781 -4.238 0.088  0.101
H: 1.341 -1.865 0.312  0.074
N: 3.829 -1.444 3.139  0.132
C: 4.020 -0.458 2.243  -0.673
N: 3.093 0.356 1.807  0.035
C: 3.641 1.295 0.927  -0.300
C: 2.944 2.304 0.275  -0.032
C: 3.626 3.177 -0.553  -0.062
C: 5.000 3.052 -0.749  -0.077
C: 5.710 2.045 -0.116  -0.078
C: 5.018 1.177 0.714  -0.463
S: 5.637 -0.160 1.643  1.123
H: 2.887 -1.818 3.214  0.063
H: 4.579 -2.099 3.280  0.107
H: 1.881 2.408 0.430  0.075
H: 3.083 3.974 -1.044  0.112
H: 5.520 3.750 -1.389  0.109
H: 6.777 1.939 -0.262  0.114

Results
M, Da: 901.9
HOMO-LUMO gap, eV: 6.7
Highest occupied orbital energy, eV: -11.335
Net charge: +2

# 7
Below is 2 unconnected molecules or ions with the total composition C11H13N2S2 at a distorted geometry, with properties calculated with ωB97M-V with the def2-TZVPD basis set.

Each line ends with the natural charge from an NBO analysis.
CARTESIAN COORDINATES (ANGSTROEM)
C: 0.363 -0.492 2.076  -0.370
C: 1.484 0.300 2.192  0.180
N: 2.499 0.901 2.215  -0.344
N: -0.880 -0.012 2.436  -0.223
C: -1.947 -0.883 2.585  0.010
C: -3.224 -0.397 2.765  -0.202
C: -3.457 0.983 2.801  -0.183
C: -2.362 1.844 2.737  -0.200
C: -1.084 1.349 2.567  0.002
H: 0.438 -1.521 1.731  0.237
H: -1.676 -1.938 2.556  0.233
H: -4.031 -1.123 2.874  0.249
H: -4.470 1.366 2.878  0.244
H: -2.476 2.922 2.815  0.249
H: -0.209 1.993 2.494  0.248
C: 1.910 -0.884 -3.890  -0.438
C: 2.942 -0.230 -2.986  -0.520
S: 2.729 -0.512 -1.196  0.513
C: 1.110 -0.131 -0.953  -0.432
S: -0.117 -0.759 -1.904  0.470
C: 0.480 -0.458 -3.603  -0.516
H: 2.141 -0.599 -4.922  0.252
H: 1.995 -1.974 -3.824  0.233
H: 3.935 -0.656 -3.183  0.265
H: 2.979 0.857 -3.130  0.247
H: 0.823 0.500 -0.113  0.289
H: 0.323 0.608 -3.810  0.246
H: -0.216 -1.053 -4.209  0.262

Results
M, Da: 237.4
HOMO-LUMO gap, eV: 4.4
Highest occupied orbital energy, eV: -10.298
Net charge: +1
Energy relative to the best compared isomer or geometry (same formula, charge and spin), kcal/mol: 85.2

# 8
Below is a single C13H26N2O3 molecule, with properties calculated with ωB97M-V with the def2-TZVPD basis set.

Each line ends with the natural charge from an NBO analysis.
CARTESIAN COORDINATES (ANGSTROEM)
C: -4.782 -1.933 0.284  -0.261
O: -3.796 -0.930 0.498  -0.504
C: -2.604 -1.146 -0.061  0.797
O: -2.332 -2.119 -0.713  -0.604
C: -1.647 0.006 0.209  -0.151
C: -2.117 1.239 -0.583  -0.389
C: -1.174 2.440 -0.446  -0.216
C: -1.049 2.901 1.003  -0.623
C: -1.683 3.580 -1.326  -0.597
N: -0.311 -0.384 -0.152  -0.632
C: 0.708 -0.402 0.725  0.692
O: 0.628 0.009 1.866  -0.646
C: 2.014 -0.920 0.121  -0.147
N: 1.710 -1.846 -0.963  -0.852
C: 2.784 0.298 -0.425  -0.397
C: 4.313 0.242 -0.285  -0.208
C: 4.747 0.347 1.176  -0.607
C: 4.922 -0.997 -0.938  -0.615
H: -5.675 -1.596 0.805  0.197
H: -4.441 -2.889 0.685  0.195
H: -4.979 -2.048 -0.783  0.193
H: -1.646 0.227 1.281  0.257
H: -3.113 1.512 -0.228  0.216
H: -2.192 0.965 -1.638  0.203
H: -0.182 2.140 -0.802  0.200
H: -0.466 3.818 1.053  0.208
H: -2.032 3.098 1.427  0.197
H: -0.547 2.153 1.610  0.235
H: -2.663 3.910 -0.989  0.200
H: -1.003 4.427 -1.281  0.208
H: -1.765 3.263 -2.364  0.204
H: -0.163 -0.849 -1.039  0.437
H: 2.582 -1.376 0.946  0.196
H: 2.561 -2.129 -1.435  0.371
H: 1.263 -2.683 -0.599  0.370
H: 2.438 1.191 0.100  0.221
H: 2.516 0.403 -1.478  0.214
H: 4.701 1.122 -0.812  0.200
H: 4.324 1.236 1.636  0.213
H: 5.831 0.404 1.243  0.207
H: 4.418 -0.518 1.747  0.202
H: 4.615 -1.077 -1.979  0.203
H: 4.628 -1.901 -0.408  0.197
H: 6.008 -0.937 -0.910  0.216

Results
M, Da: 258.4
HOMO-LUMO gap, eV: 10.3
Highest occupied orbital energy, eV: -9.513
Structure (SMILES): COC(=O)[C@H](CC(C)C)NC(=O)[C@@H](N)CC(C)C
Net charge: 0
Energy relative to the best compared isomer or geometry (same formula, charge and spin), kcal/mol: 0.7

Look up the M of the second one. 794.9 Da